# 1
The following is a quantum chemistry calculation of a molecular structure, C17H61ClF8NO23, from OMol25.

Summary:
Energy ... -101455.606 eV
Kohn-Sham gap ... 7.803 eV
LUMO energy ... -3.6 eV
Net charge ... +1
Molecular weight ... 835.1 g mol⁻¹

```
111
Properties=species:S:1:pos:R:3:forces:R:3
F 4.068 -2.728 2.348 0.21 0.18 -0.77
C 3.656 -1.579 1.764 -0.69 -0.71 0.65
F 4.585 -0.640 2.084 0.08 0.16 -0.34
C 3.486 -1.836 0.234 0.45 -0.23 0.34
F 4.046 -3.022 -0.064 0.17 0.26 -0.16
F 2.161 -1.950 -0.013 -0.01 0.18 0.03
C 4.051 -0.774 -0.737 0.17 -0.09 -0.42
F 5.381 -0.586 -0.572 -0.24 -0.10 0.63
F 3.919 -1.294 -1.980 -0.21 0.19 0.10
C 3.328 0.597 -0.702 -0.59 0.57 -0.64
F 3.112 1.048 0.554 0.36 -0.43 0.14
F 4.187 1.488 -1.291 0.03 -0.23 0.01
C 2.012 0.675 -1.480 -0.94 0.37 -0.53
O 0.894 0.507 -0.641 0.08 -0.10 0.25
C -0.188 1.315 -1.104 -0.15 0.14 -0.39
C -1.522 0.688 -0.708 0.80 0.61 -0.36
C -1.571 0.250 0.739 -1.87 -0.03 0.53
C -1.722 1.361 1.806 1.36 -1.22 0.16
Cl -0.133 1.866 2.461 -0.50 0.45 -0.35
N -2.334 0.566 2.896 -1.18 -0.67 1.42
C -2.997 -0.468 2.515 0.43 0.51 -1.63
C -2.952 -0.487 1.004 0.78 -0.61 -0.62
C -3.063 -1.815 0.267 -0.30 0.16 0.35
C -1.959 -2.670 0.155 0.04 -0.28 -0.05
C -2.055 -3.872 -0.548 -0.91 0.52 0.01
C -3.280 -4.192 -1.151 0.08 -0.28 -0.01
C -4.385 -3.357 -1.027 0.11 0.51 0.16
C -4.283 -2.153 -0.319 0.33 -0.62 -0.19
H 2.689 -1.319 2.207 0.19 0.18 -0.08
H 1.953 1.680 -1.937 0.45 -0.22 0.26
H 1.925 -0.040 -2.308 0.52 -0.02 0.17
H -0.137 1.344 -2.203 -0.24 0.12 0.31
H -0.076 2.345 -0.726 0.02 -0.23 0.08
H -2.304 1.438 -0.896 0.15 -0.23 0.15
H -1.721 -0.118 -1.422 -0.04 -0.19 0.51
H -0.798 -0.431 1.104 0.24 0.29 -0.46
H -2.362 2.182 1.464 0.27 0.09 0.31
H -2.287 0.727 3.912 0.53 0.63 -0.06
H -3.502 -1.159 3.192 0.10 0.15 -0.10
H -3.704 0.210 0.592 -0.18 -0.25 0.35
H -1.000 -2.407 0.600 -0.19 -0.01 -0.02
H -1.229 -4.560 -0.668 -0.01 0.21 0.17
H -3.362 -5.116 -1.723 0.02 0.15 0.09
H -5.337 -3.594 -1.496 0.23 -0.14 0.06
H -5.155 -1.506 -0.248 0.23 0.02 0.05
O -5.543 1.495 2.740 0.13 -0.06 0.18
H -4.772 0.965 2.512 -0.27 0.18 -0.08
H -5.310 2.400 2.503 -0.10 0.00 -0.01
O -5.105 0.692 5.684 0.06 -0.29 -0.27
H -5.816 0.105 5.962 -0.06 0.22 0.27
H -5.416 1.057 4.843 -0.06 0.17 -0.04
O 1.952 3.458 -3.889 0.06 -0.10 0.00
H 2.696 2.858 -4.024 0.03 0.06 -0.03
H 2.328 4.332 -4.059 -0.08 0.03 -0.03
O 6.476 2.378 -3.117 -0.04 -0.09 -0.02
H 7.324 1.953 -3.279 0.00 0.04 -0.05
H 6.223 2.070 -2.243 0.05 0.02 0.01
O -0.214 0.793 -4.403 0.18 0.28 0.27
H 0.537 0.223 -4.620 -0.19 -0.03 -0.36
H 0.126 1.690 -4.525 0.00 -0.04 -0.01
O 1.560 6.689 -4.729 -0.13 -0.17 0.03
H 0.743 6.202 -4.580 -0.01 0.03 0.01
H 1.426 7.115 -5.582 0.12 0.02 0.00
O -3.327 -6.993 -3.335 -0.10 -0.09 0.21
H -2.459 -6.895 -3.739 0.00 0.15 0.04
H -3.863 -7.396 -4.025 0.04 0.02 -0.04
O -1.313 0.638 6.017 -0.04 -0.06 -0.60
H -0.431 0.327 5.767 0.15 -0.05 0.31
H -1.411 0.351 6.930 -0.07 0.03 -0.03
O -3.522 3.511 -0.585 -0.10 -0.05 0.08
H -3.726 4.236 0.023 0.09 0.18 -0.03
H -3.209 3.957 -1.379 0.08 0.04 0.06
O -5.478 -1.880 4.146 0.29 0.12 -0.11
H -4.973 -1.361 4.785 -0.15 0.00 0.16
H -6.339 -1.449 4.115 -0.03 -0.09 -0.10
O 6.815 -1.992 3.575 -0.42 0.13 -0.02
H 6.214 -1.587 2.939 0.25 -0.06 -0.27
H 7.684 -1.940 3.164 0.07 -0.01 0.15
O -4.150 1.249 -2.737 0.05 0.16 0.09
H -4.353 1.972 -2.130 -0.07 -0.02 0.04
H -3.840 1.686 -3.537 -0.02 -0.12 -0.06
O 4.553 -1.232 5.298 7.41 6.71 2.43
H 4.435 -0.331 4.971 0.33 0.35 0.12
H 5.221 -1.616 4.703 1.28 0.27 0.52
O 1.532 -0.412 6.491 -0.07 0.10 -0.09
H 1.850 -1.325 6.490 -0.01 -0.15 -0.22
H 2.284 0.099 6.179 -0.08 0.00 0.14
O 5.913 3.183 0.603 -0.01 -0.11 0.04
H 5.404 2.632 -0.001 -0.03 0.08 0.04
H 5.279 3.449 1.276 0.03 0.05 -0.01
O 0.868 -1.047 -6.273 0.05 -0.16 0.00
H 0.077 -1.579 -6.132 0.00 0.00 -0.01
H 0.687 -0.571 -7.091 0.06 0.04 0.02
O -3.067 6.263 1.056 0.07 -0.06 -0.03
H -2.681 6.989 0.547 -0.11 0.04 -0.16
H -3.008 6.560 1.970 -0.04 -0.04 0.00
O -3.896 -6.176 -5.935 0.05 0.18 -0.20
H -4.052 -5.403 -5.382 0.01 -0.08 0.10
H -3.645 -5.815 -6.792 -0.07 -0.10 -0.04
O -0.789 -5.403 -2.734 0.31 -0.13 -0.28
H -0.045 -5.976 -2.954 -0.03 -0.04 0.06
H -0.502 -4.530 -3.024 -0.09 0.02 0.00
O 7.963 -1.869 -1.543 -0.04 -0.04 0.10
H 7.962 -2.819 -1.386 0.06 0.00 -0.07
H 7.263 -1.533 -0.975 0.03 0.00 -0.07
O -2.546 8.738 -1.124 0.00 -0.16 -0.05
H -3.330 9.115 -1.537 -0.04 0.01 0.09
H -1.870 8.791 -1.807 0.06 0.03 0.08
O 3.132 -2.586 4.783 -3.52 -3.58 -1.56
H 3.854 -1.840 4.903 -4.84 -3.24 -1.04
H 3.588 -3.280 4.296 -0.63 -0.33 0.19
```
Forces are in eV/Å.



# 2
The following is a quantum chemistry calculation of 15 unconnected molecules or ions with the total composition C17H62NO14, from OMol25.

Summary:
Energy ... -48780.809 eV
Kohn-Sham gap ... 4.118 eV
LUMO energy ... 2.0 eV
Net charge ... -1
Molecular weight ... 504.7 g mol⁻¹

```
94
Properties=species:S:1:pos:R:3:forces:R:3
C 2.112 -0.852 2.652 -1.03 0.01 -0.10
C 1.056 0.128 1.954 -1.20 -1.50 1.03
C -0.348 -0.317 2.498 -0.56 0.50 -1.18
N -1.336 -0.641 1.708 0.87 0.36 1.00
H 1.848 -1.899 2.295 0.24 0.88 0.25
H 1.769 -0.861 3.741 0.62 -0.05 -0.75
H 1.212 1.202 2.217 0.04 -0.69 -0.30
H 0.990 -0.038 0.843 0.21 0.45 0.92
H -0.554 -0.389 3.600 0.79 0.24 -0.71
H -2.148 -0.903 2.285 0.32 0.02 -0.24
C 5.205 -2.102 -0.054 -0.42 0.34 0.18
O 4.358 -0.982 -0.242 -0.01 -0.05 -0.14
H 5.830 -2.220 -0.939 -0.04 0.04 0.02
H 5.843 -1.944 0.819 0.10 -0.21 -0.02
H 4.603 -3.004 0.084 0.22 -0.16 0.04
H 3.813 -0.899 0.559 -0.05 0.13 0.19
C 0.738 3.065 -0.950 -0.20 -0.29 0.26
O -0.382 3.408 -0.139 -0.13 0.19 0.00
H 1.178 3.979 -1.347 -0.13 0.01 0.06
H 1.482 2.539 -0.348 0.11 -0.03 -0.20
H 0.412 2.433 -1.779 0.24 0.01 -0.08
H -0.751 2.585 0.199 0.06 0.01 0.06
C -5.565 -0.201 2.332 0.10 0.41 -0.18
O -4.699 0.765 2.908 0.01 -0.04 0.23
H -5.642 -1.052 3.008 0.08 0.10 0.05
H -6.557 0.235 2.185 -0.09 -0.24 -0.10
H -5.159 -0.536 1.373 -0.16 -0.15 -0.02
H -4.649 1.503 2.292 0.05 -0.05 -0.04
C 2.873 4.682 -3.531 -0.25 -0.15 -0.22
O 2.370 3.389 -3.833 0.12 -0.07 -0.08
H 3.611 4.590 -2.736 -0.06 -0.09 -0.04
H 3.348 5.116 -4.416 0.07 0.18 0.10
H 2.059 5.331 -3.194 0.13 0.16 0.03
H 1.720 3.495 -4.537 -0.04 0.06 0.09
C 7.176 -4.211 -2.658 0.06 -0.36 0.17
O 7.039 -4.595 -1.294 0.01 0.13 0.05
H 6.945 -3.151 -2.747 -0.02 -0.07 0.08
H 8.202 -4.386 -2.992 -0.06 0.09 -0.22
H 6.482 -4.783 -3.278 0.06 0.14 -0.18
H 7.246 -5.531 -1.240 -0.03 0.01 0.07
C 3.266 -3.393 5.274 -0.04 -0.24 -0.29
O 3.548 -3.567 3.896 0.22 -0.02 0.12
H 3.500 -2.366 5.548 -0.03 -0.01 -0.14
H 2.206 -3.583 5.466 0.00 0.10 0.19
H 3.880 -4.075 5.873 -0.05 0.06 0.20
H 3.335 -4.476 3.671 -0.03 0.04 -0.10
C 6.605 -0.763 3.631 -0.55 0.16 -0.10
O 5.542 0.114 3.309 0.31 -0.12 0.25
H 7.545 -0.215 3.554 -0.03 0.02 0.00
H 6.489 -1.134 4.655 0.22 -0.16 0.02
H 6.621 -1.605 2.933 0.18 -0.13 0.12
H 4.714 -0.394 3.383 -0.40 0.25 -0.44
C 6.385 -5.405 -6.529 0.07 0.32 -0.11
O 7.249 -4.431 -5.957 0.06 -0.12 0.05
H 6.335 -6.261 -5.858 0.05 0.09 0.02
H 5.383 -4.988 -6.656 -0.07 -0.19 -0.04
H 6.777 -5.730 -7.497 -0.14 -0.15 -0.01
H 7.279 -3.686 -6.563 0.04 0.06 0.08
C -4.995 4.055 0.243 -0.26 -0.11 -0.35
O -5.517 2.764 -0.068 0.06 -0.14 0.14
H -4.268 3.955 1.042 -0.09 -0.08 -0.07
H -4.506 4.479 -0.638 0.10 0.13 0.12
H -5.803 4.712 0.573 0.17 0.11 0.10
H -6.156 2.876 -0.775 0.00 -0.11 0.00
C -3.101 5.726 3.044 -0.12 0.26 0.02
O -4.398 5.890 2.474 -0.01 0.05 0.07
H -2.777 4.700 2.882 -0.07 0.05 -0.04
H -2.393 6.406 2.565 0.14 -0.11 0.08
H -3.137 5.925 4.119 0.17 -0.08 0.01
H -4.664 6.800 2.629 -0.04 -0.02 -0.02
C 1.866 5.112 -7.544 0.09 -0.28 0.07
O 1.045 4.207 -6.816 -0.04 0.02 0.13
H 1.405 6.098 -7.515 -0.05 -0.09 0.06
H 2.859 5.165 -7.090 0.05 0.14 -0.13
H 1.952 4.785 -8.584 0.09 0.16 -0.04
H 1.470 3.344 -6.856 -0.08 -0.03 -0.03
C -7.705 -3.136 2.300 -0.16 0.05 0.23
O -8.539 -2.001 2.097 -0.18 0.05 -0.17
H -7.070 -3.266 1.426 -0.07 0.11 0.02
H -7.079 -2.979 3.181 0.10 -0.19 -0.06
H -8.318 -4.031 2.435 0.16 -0.11 0.00
H -9.087 -1.908 2.882 0.07 0.10 0.03
C -0.848 -2.623 -0.675 0.12 -0.10 -0.26
O -1.048 -3.872 -1.347 -0.11 -0.21 -0.05
H -1.258 -2.695 0.328 0.03 -0.02 -0.11
H 0.220 -2.402 -0.611 -0.07 0.16 0.15
H -1.362 -1.824 -1.215 0.03 0.12 0.19
H -0.678 -3.783 -2.229 0.02 -0.04 0.02
C -10.962 0.410 1.240 0.13 -0.27 0.04
O -11.805 -0.480 1.962 -0.15 0.04 0.12
H -11.404 1.405 1.258 -0.08 -0.10 0.07
H -9.975 0.447 1.707 0.07 0.13 -0.19
H -10.871 0.075 0.204 0.14 0.17 -0.03
H -11.393 -1.348 1.929 -0.03 0.00 -0.05
```
Forces are in eV/Å.



# 3
The following is a quantum chemistry calculation of a molecular structure, C17H6Cl3N4RuS2, from OMol25.

Summary:
Energy ... -85495.903 eV
Kohn-Sham gap (spin up / spin down) ... 6.336 / 5.364 eV
LUMO energy (spin up / spin down) ... -6.1 / -7.0 eV
Net charge ... +1
Molecular weight ... 537.8 g mol⁻¹

```
33
Properties=species:S:1:pos:R:3:forces:R:3
Ru 0.508 -0.402 0.225 -0.93 0.24 -0.68
S -0.099 0.497 -1.848 -0.13 -0.54 1.87
C -0.890 1.951 -1.281 0.28 -0.44 0.13
C -1.092 2.985 -2.189 -0.21 0.66 -0.02
C -1.709 4.167 -1.790 0.34 -1.04 0.07
C -1.900 5.220 -2.718 0.03 0.05 -0.10
N -2.043 6.076 -3.462 -0.07 0.40 -0.39
C -2.143 4.316 -0.458 0.21 -1.01 0.42
C -1.958 3.277 0.450 -0.26 0.86 -0.28
C -1.333 2.100 0.054 0.35 -0.62 0.22
S -1.135 0.836 1.247 0.74 -0.57 -1.38
C -2.770 5.519 -0.048 -0.05 0.10 0.12
N -3.265 6.491 0.294 -0.24 0.45 0.17
H -0.762 2.868 -3.210 0.03 0.06 -0.09
H -2.298 3.387 1.469 0.00 0.07 0.07
N -0.951 -7.544 0.560 -0.06 -0.52 0.05
C -0.730 -6.423 0.501 -0.15 -0.22 -0.09
C -0.474 -5.030 0.426 0.13 0.77 -0.05
C -1.254 -4.148 1.178 0.28 -0.25 0.04
C -0.972 -2.794 1.152 -0.06 0.19 0.02
C 0.071 -2.347 0.350 -0.58 0.96 -0.15
C 0.838 -3.209 -0.424 0.19 0.18 -0.08
C 0.565 -4.564 -0.388 -0.11 0.06 0.26
H -2.062 -4.531 1.785 0.01 -0.01 0.03
H -1.559 -2.107 1.755 0.01 -0.11 -0.21
H 1.652 -2.830 -1.041 -0.13 -0.12 0.00
H 1.150 -5.262 -0.967 0.03 -0.04 -0.03
Cl 4.916 0.314 3.287 -0.16 0.01 -0.70
C 4.782 0.388 1.503 2.03 0.62 0.61
Cl 4.983 2.069 0.921 -0.17 -0.63 0.18
Cl 5.985 -0.697 0.737 -0.48 0.37 0.24
C 3.489 -0.072 1.122 -2.41 -1.26 -0.71
N 2.460 -0.502 0.807 1.55 1.32 0.44
```
Forces are in eV/Å.



# 4
The following is a quantum chemistry calculation of a molecular structure, C17H6Cl3N4RuS2, from OMol25.

Summary:
Energy ... -85496.691 eV
Kohn-Sham gap (spin up / spin down) ... 6.281 / 6.280 eV
LUMO energy (spin up / spin down) ... -6.0 / -6.0 eV
Net charge ... +1
Molecular weight ... 537.8 g mol⁻¹

```
33
Properties=species:S:1:pos:R:3:forces:R:3
Ru 0.030 0.471 -0.458 0.05 0.13 -0.05
S -1.532 -0.815 0.338 -0.02 -0.01 0.02
C -0.600 -2.257 0.591 -0.07 0.03 -0.10
C -1.209 -3.517 0.653 0.02 -0.04 0.04
C -0.436 -4.628 0.903 0.02 0.01 0.02
C -1.056 -5.923 0.958 0.04 -0.02 -0.02
N -1.554 -6.956 0.989 -0.02 0.01 0.01
C 0.966 -4.503 1.089 0.01 0.05 -0.02
C 1.568 -3.266 1.027 -0.09 -0.06 0.05
C 0.782 -2.131 0.783 0.17 -0.05 0.00
S 1.482 -0.544 0.785 -0.05 -0.02 -0.07
C 1.770 -5.667 1.332 -0.05 -0.03 0.03
N 2.416 -6.594 1.534 0.02 0.01 -0.02
H -2.275 -3.621 0.503 0.00 0.01 -0.01
H 2.637 -3.177 1.163 0.00 0.01 0.00
N -0.852 6.987 2.689 0.00 0.00 0.00
C -0.719 5.945 2.226 0.00 0.00 0.01
C -0.553 4.640 1.646 0.00 0.02 -0.01
C -0.175 4.524 0.312 0.00 0.00 0.00
C -0.020 3.265 -0.248 -0.02 -0.01 0.03
C -0.241 2.132 0.535 -0.01 0.04 -0.05
C -0.610 2.246 1.874 -0.01 0.01 0.06
C -0.770 3.504 2.426 0.01 -0.03 -0.02
H -0.008 5.412 -0.282 0.00 0.01 0.01
H 0.266 3.191 -1.291 0.00 -0.01 0.00
H -0.768 1.366 2.481 0.00 0.00 0.00
H -1.061 3.612 3.462 0.00 0.00 0.00
Cl -1.015 0.474 -5.820 -0.03 0.00 -0.01
C 0.457 1.095 -5.088 0.06 0.02 0.02
Cl 1.871 0.177 -5.594 -0.01 0.01 0.01
Cl 0.660 2.819 -5.390 -0.01 -0.01 -0.01
C 0.328 0.931 -3.628 -0.03 -0.04 -0.01
N 0.221 0.806 -2.497 0.01 -0.05 0.09
```
Forces are in eV/Å.